Here is 11 unconnected molecules or ions with the total composition C48H93N11O14P2 at a distorted geometry from the Open Molecules 2025 dataset. Energies are from ωB97M-V/def2-TZVPD.

Structure (XYZ):
```
168
Properties=species:S:1:pos:R:3:lowdin_charge:R:1
N -0.57 5.78 -1.20 0.0123
C -0.35 4.68 -1.98 -0.1291
C -0.43 3.57 -1.17 -0.1175
C -0.78 4.01 0.12 -0.1311
C -0.91 5.37 0.06 -0.1336
H -0.52 6.71 -1.55 0.1438
H 0.04 4.74 -2.98 0.1043
H -0.17 2.59 -1.55 0.0773
H -0.93 3.43 1.02 0.0802
H -1.14 6.08 0.83 0.1078
N -0.16 -5.02 3.40 0.0383
C -0.18 -3.65 3.35 -0.1604
C -0.77 -3.17 4.48 -0.1298
C -1.17 -4.30 5.25 -0.1125
C -0.78 -5.43 4.55 -0.1409
H 0.20 -5.68 2.73 0.1507
H 0.22 -3.14 2.49 0.0889
H -0.90 -2.12 4.67 0.0930
H -1.77 -4.30 6.15 0.0954
H -0.78 -6.49 4.74 0.1107
N -3.26 -2.54 2.07 0.0409
C -4.20 -2.06 1.21 -0.1915
C -5.33 -2.80 1.36 -0.1310
C -5.01 -3.93 2.13 -0.0960
C -3.73 -3.71 2.63 -0.1090
H -2.36 -2.14 2.29 0.1103
H -4.02 -1.18 0.61 0.0993
H -6.25 -2.65 0.82 0.0923
H -5.65 -4.79 2.22 0.0895
H -3.12 -4.28 3.30 0.0853
N -1.04 0.33 1.99 0.0515
C 0.13 -0.36 2.19 -0.1167
C 0.76 -0.47 0.97 -0.1048
C -0.18 -0.02 0.00 -0.1142
C -1.24 0.55 0.66 -0.1346
H -1.75 0.37 2.70 0.1080
H 0.42 -0.71 3.17 0.0944
H 1.71 -0.94 0.78 0.0866
H -0.11 -0.02 -1.08 0.0825
H -2.12 1.01 0.27 0.0836
N -3.54 1.11 3.97 -0.0160
C -3.21 2.40 3.69 -0.1196
C -3.57 2.61 2.35 -0.1013
C -4.32 1.50 1.96 -0.1233
C -4.32 0.59 2.99 -0.1472
H -3.21 0.57 4.75 0.1488
H -2.59 2.99 4.35 0.1061
H -3.31 3.45 1.73 0.0861
H -4.79 1.36 1.00 0.0903
H -4.80 -0.36 3.10 0.1070
O -6.19 2.27 -3.24 -0.2852
P -5.45 1.02 -3.56 0.5152
N -5.86 -0.26 -2.53 -0.3037
C -5.44 -1.63 -2.77 -0.1226
C -7.21 -0.19 -1.90 -0.0848
N -3.80 1.12 -3.37 -0.2806
C -3.17 2.28 -4.03 -0.0843
C -3.22 0.84 -2.07 -0.1211
N -5.66 0.49 -5.13 -0.3073
C -4.72 -0.40 -5.84 -0.1068
C -6.97 0.63 -5.76 -0.1087
H -5.30 -2.11 -1.81 0.0742
H -4.40 -1.55 -3.13 0.0547
H -6.04 -2.16 -3.51 0.0887
H -7.30 0.61 -1.16 0.0753
H -7.46 -1.18 -1.52 0.0709
H -7.90 -0.01 -2.73 0.0705
H -3.38 2.28 -5.10 0.0794
H -3.50 3.21 -3.55 0.0875
H -2.09 2.22 -3.90 0.0496
H -3.82 1.21 -1.24 0.0754
H -3.07 -0.24 -1.95 0.0573
H -2.19 1.20 -2.00 0.0514
H -4.16 0.18 -6.57 0.0779
H -4.04 -0.86 -5.14 0.0478
H -5.31 -1.19 -6.31 0.0806
H -7.57 -0.28 -5.60 0.0783
H -6.81 0.89 -6.81 0.0825
H -7.53 1.41 -5.25 0.0723
O 5.16 3.48 3.45 -0.2786
P 4.92 3.42 1.99 0.5297
N 3.33 3.10 1.47 -0.3064
C 2.27 3.76 2.20 -0.1008
C 2.95 2.21 0.38 -0.0996
N 6.01 2.37 1.26 -0.3002
C 7.39 2.83 1.04 -0.0952
C 5.96 0.93 1.49 -0.1074
N 5.19 4.84 1.16 -0.3217
C 5.69 5.99 1.90 -0.1105
C 5.09 4.90 -0.28 -0.1091
H 2.69 4.41 2.97 0.0789
H 1.65 3.02 2.74 0.0771
H 1.62 4.29 1.50 0.0687
H 3.78 2.10 -0.31 0.0701
H 2.03 2.55 -0.08 0.0746
H 2.73 1.23 0.83 0.0487
H 7.92 2.16 0.36 0.0798
H 7.41 3.81 0.58 0.0648
H 7.86 2.86 2.03 0.0897
H 6.75 0.36 1.03 0.0843
H 5.98 0.75 2.58 0.0803
H 5.04 0.49 1.09 0.0548
H 5.26 6.04 2.90 0.0699
H 6.77 5.97 2.12 0.0754
H 5.47 6.89 1.33 0.0771
H 4.05 4.93 -0.63 0.0791
H 5.62 4.05 -0.71 0.0675
H 5.56 5.82 -0.64 0.0814
C 2.21 -4.07 6.74 -0.0433
C 1.73 -2.65 6.96 -0.2072
O 1.73 -1.84 5.79 0.0127
C 2.61 -0.86 5.67 -0.6281
O 3.54 -0.68 6.41 0.1278
O 2.37 -0.16 4.57 -0.0287
C 3.27 0.88 4.20 -0.0301
H 3.13 -4.17 6.17 0.0790
H 1.43 -4.65 6.26 0.0556
H 2.40 -4.45 7.75 0.0826
H 2.33 -2.16 7.73 0.1185
H 0.70 -2.62 7.33 0.1222
H 4.29 0.53 4.34 0.0940
H 3.09 1.72 4.87 0.1068
H 3.12 1.25 3.19 0.0618
C 3.49 -1.09 -1.85 -0.0481
C 4.71 -1.90 -1.45 -0.1862
O 4.95 -1.86 -0.04 0.0284
C 4.18 -2.58 0.76 -0.6256
O 3.32 -3.35 0.39 0.1230
O 4.46 -2.30 2.01 0.0101
C 3.75 -2.95 3.05 -0.0175
H 3.54 -0.11 -1.37 0.0673
H 2.60 -1.52 -1.39 0.0486
H 3.34 -0.91 -2.91 0.0801
H 5.61 -1.51 -1.91 0.1233
H 4.63 -2.94 -1.76 0.1223
H 2.68 -2.76 2.94 0.0851
H 4.14 -2.56 3.99 0.0964
H 3.92 -4.03 2.97 0.1051
C -1.68 -3.03 -1.15 -0.0507
C -0.21 -3.14 -0.78 -0.2068
O 0.29 -4.43 -1.10 0.0567
C 1.16 -4.54 -2.08 -0.6070
O 1.60 -3.60 -2.70 0.1076
O 1.53 -5.80 -2.21 0.0231
C 2.12 -6.18 -3.43 -0.0497
H -1.79 -3.14 -2.24 0.0790
H -2.11 -2.03 -1.00 0.0439
H -2.38 -3.75 -0.73 0.0816
H -0.18 -3.09 0.31 0.0995
H 0.40 -2.34 -1.17 0.0841
H 1.87 -5.49 -4.24 0.0939
H 1.88 -7.20 -3.74 0.0923
H 3.21 -6.13 -3.36 0.0959
C -0.51 -0.43 -4.01 -0.0414
C 0.54 -0.25 -5.10 -0.1795
O 0.14 0.62 -6.16 0.0515
C 0.19 1.92 -5.98 -0.6088
O 0.20 2.50 -4.93 0.1069
O 0.10 2.51 -7.18 0.0064
C -0.04 3.92 -7.20 -0.0475
H -0.54 0.49 -3.42 0.0485
H -0.19 -1.14 -3.24 0.0641
H -1.49 -0.64 -4.41 0.0805
H 0.77 -1.19 -5.58 0.1252
H 1.48 0.14 -4.69 0.1230
H -1.10 4.16 -7.36 0.0967
H 0.44 4.26 -8.11 0.0933
H 0.31 4.45 -6.32 0.0894
```

Calculated values
* HOMO energy: -8.0 eV
* E: -114920.142 eV
* multiplicity: 1
* lowest unoccupied orbital energy: 0.47 eV
* HOMO-LUMO gap: 8.4960 eV
* energy relative to the best compared isomer or geometry (same formula, charge and spin): 0.000 eV